No. 1
Formula: C28H52AlN3O2
Source: the OMol25 dataset
Level of theory: ωB97M-V/def2-TZVPD

Geometry as XYZ:
```
86
Properties=species:S:1:pos:R:3:forces:R:3:mulliken_charge:R:1
C -2.607 -4.775 -2.939 0.0 0.1 -0.1 -0.847
C -3.579 -5.288 -1.907 0.2 0.0 0.1 0.601
O -4.487 -6.036 -2.214 0.0 0.0 0.0 -0.637
N -3.383 -4.905 -0.593 -0.6 0.6 -0.3 -0.178
C -2.836 -3.578 -0.258 0.2 -0.3 0.0 -0.983
C -3.723 -2.397 -0.635 0.2 0.1 0.0 0.330
C -3.372 -1.131 0.141 -0.1 0.0 0.0 -0.252
C -4.256 0.089 -0.217 0.3 -0.1 0.1 -0.907
Al -3.328 1.585 -1.225 -0.1 0.0 0.0 -0.218
C -1.329 1.439 -0.835 0.0 0.1 0.0 -0.052
C -0.522 2.472 -1.661 0.0 0.1 0.0 -0.631
C 0.893 2.028 -1.703 -0.1 -0.2 0.1 -0.055
O 1.784 2.436 -0.990 0.2 0.3 0.0 -0.650
N 1.188 0.950 -2.638 0.2 -0.2 0.2 -0.140
C 1.601 -0.291 -2.083 0.0 0.0 0.0 0.400
C 1.481 -0.616 -0.729 0.0 -0.1 -0.1 0.097
C 1.857 -1.875 -0.274 0.0 0.0 -0.2 -0.701
C 2.382 -2.822 -1.144 0.0 0.1 -0.1 -0.681
C 2.515 -2.492 -2.492 0.0 0.0 0.1 -0.523
C 2.123 -1.247 -2.958 0.0 -0.1 0.2 -0.432
C -3.495 1.660 -3.251 -0.1 0.1 0.1 -1.378
C -4.704 1.014 -3.941 0.0 0.1 -0.2 1.042
C -4.701 -0.510 -3.744 -0.1 0.0 -0.3 -1.298
C -4.757 1.346 -5.450 0.2 -0.1 0.1 -1.640
H -1.650 -4.459 -2.532 0.0 -0.1 0.0 0.293
H -3.061 -3.913 -3.435 0.0 0.0 0.0 0.118
H -2.466 -5.555 -3.685 0.0 0.0 0.0 0.349
H -4.261 -5.070 -0.110 0.2 -0.2 0.2 0.297
H -1.866 -3.488 -0.747 0.1 0.1 0.1 0.221
H -2.651 -3.581 0.818 0.0 0.0 0.0 0.397
H -4.771 -2.652 -0.447 0.0 0.0 -0.1 0.313
H -3.604 -2.198 -1.702 -0.2 0.0 -0.1 -0.298
H -3.452 -1.369 1.211 0.0 0.0 0.0 0.335
H -2.313 -0.912 -0.038 0.0 0.0 0.1 0.030
H -4.589 0.553 0.720 0.0 0.0 0.0 0.465
H -5.173 -0.261 -0.700 0.0 0.0 0.0 0.446
H -3.798 3.017 -0.577 0.0 0.0 -0.1 -0.513
H -1.126 1.600 0.231 0.1 -0.1 0.0 -0.008
H -1.003 0.426 -1.079 0.0 -0.1 -0.1 0.142
H -0.572 3.454 -1.189 0.0 0.0 0.0 0.291
H -0.928 2.546 -2.672 0.1 -0.1 0.0 0.381
H 1.952 1.286 -3.217 -0.2 0.0 -0.2 0.379
H 1.060 0.096 -0.033 0.0 0.1 -0.1 0.212
H 1.720 -2.113 0.774 0.0 -0.1 0.0 0.458
H 2.667 -3.803 -0.788 0.0 0.0 0.0 0.406
H 2.910 -3.221 -3.189 0.0 0.0 0.0 0.391
H 2.196 -1.014 -4.014 0.0 0.0 0.0 0.453
H -2.594 1.287 -3.764 0.0 0.0 0.1 0.381
H -3.528 2.737 -3.478 0.1 0.0 0.0 0.412
H -5.621 1.421 -3.501 0.0 0.0 0.1 0.293
H -5.259 -0.827 -2.866 0.1 0.0 0.1 0.289
H -3.668 -0.854 -3.652 0.0 -0.1 0.0 0.177
H -5.138 -1.023 -4.607 -0.1 0.0 0.1 0.491
H -5.781 1.383 -5.828 0.0 0.0 0.0 0.400
H -4.269 2.301 -5.651 -0.1 0.1 0.0 0.375
H -4.219 0.586 -6.027 0.0 0.0 0.0 0.337
C 0.898 2.589 1.993 -0.1 0.1 0.1 -0.947
C 1.637 3.127 3.216 0.0 -0.2 -0.1 -0.745
C 3.153 2.982 3.099 0.0 0.1 0.1 -0.612
N 3.763 1.667 3.550 0.0 0.0 -0.1 0.226
C 3.730 1.593 5.052 0.0 -0.1 0.1 -0.600
C 4.497 0.407 5.607 0.1 0.0 0.0 -0.643
C 5.945 0.407 5.124 0.0 0.0 0.0 -0.714
C 6.006 0.494 3.601 0.0 0.0 0.1 -0.683
C 5.196 1.666 3.078 0.1 0.0 0.0 -0.640
C 3.033 0.516 2.944 0.1 0.0 0.0 -1.503
H 0.853 1.502 1.978 -0.1 0.0 -0.1 0.220
H -0.131 2.944 1.955 0.0 0.1 0.0 0.564
H 1.405 2.906 1.084 -0.2 0.0 -0.1 0.207
H 1.256 2.691 4.144 0.1 0.0 0.0 0.226
H 1.452 4.198 3.300 0.0 0.0 0.0 0.444
H 3.666 3.744 3.686 0.0 0.0 0.0 0.451
H 3.451 3.098 2.057 0.0 0.0 0.0 0.525
H 4.166 2.527 5.408 0.0 0.0 0.0 0.390
H 2.683 1.566 5.343 0.0 0.0 0.0 0.412
H 4.459 0.474 6.694 0.0 0.0 0.0 0.420
H 4.002 -0.530 5.344 0.0 0.0 0.0 0.285
H 6.458 -0.489 5.470 0.0 0.0 0.0 0.370
H 6.473 1.261 5.559 0.0 0.0 0.0 0.299
H 5.671 -0.440 3.148 0.0 0.0 0.0 0.325
H 7.034 0.636 3.267 0.0 0.0 0.0 0.400
H 5.159 1.682 1.990 0.0 0.0 0.0 0.476
H 5.621 2.609 3.425 0.0 0.0 0.0 0.447
H 2.989 0.660 1.866 0.0 0.0 0.0 0.449
H 2.032 0.478 3.361 0.0 0.0 0.0 0.417
H 3.554 -0.406 3.172 0.0 0.0 0.0 0.557
```
Positions in Å, forces in eV/Å.

Calculated values
**LUMO level**: -0.7 eV
**Multiplicity**: 1
**E**: -45040.216 eV

No. 2
Formula: C28H52BCaCl3FLiNO18S3
Source: the OMol25 dataset
Level of theory: ωB97M-V/def2-TZVPD

Geometry as XYZ:
```
109
Properties=species:S:1:pos:R:3:forces:R:3:mulliken_charge:R:1
C -0.548 0.289 1.780 -0.3 -0.2 -0.3 -0.846
C -1.524 -0.913 1.534 -0.3 -0.1 -0.1 -0.327
B -1.588 -1.217 -0.020 0.4 0.7 0.9 -0.415
O -2.268 -0.402 -0.806 -0.4 -0.5 -0.6 0.249
C -0.832 -2.552 -0.681 -0.9 -0.5 -1.2 0.428
C 0.523 -2.373 -1.408 -0.4 -0.9 1.7 -0.073
Cl 0.799 -3.907 -2.441 0.0 0.1 -0.3 -0.300
C 1.768 -2.263 -0.487 0.5 0.9 -1.2 0.535
C 2.499 -0.948 -0.824 0.2 -0.4 0.4 -1.482
Cl 1.409 -2.366 1.266 0.0 -0.2 -0.2 -0.211
C -1.116 -3.893 0.059 0.3 -0.9 -0.4 -0.099
O -2.118 -4.619 -0.731 -0.8 0.4 -0.2 -0.419
C -2.617 -3.833 -1.708 1.8 0.6 2.4 0.621
O -3.583 -3.977 -2.382 0.4 -0.3 -0.7 -0.497
O -1.727 -2.793 -1.821 -1.3 0.3 -2.3 -0.509
H 0.142 0.110 2.610 -0.1 0.0 -0.2 0.249
H 0.012 0.500 0.863 0.1 0.1 0.3 0.094
H -1.126 1.189 2.001 0.1 -0.1 -0.1 0.318
H -1.247 -1.786 2.139 -0.1 0.2 0.1 0.197
H -2.531 -0.578 1.817 0.2 -0.3 0.1 0.423
H -1.827 0.020 -1.657 -0.3 -0.5 1.4 -0.109
H 0.476 -1.550 -2.123 -0.1 0.0 0.2 0.186
H 2.456 -3.075 -0.728 -0.3 -0.1 0.3 0.541
H 2.637 -0.890 -1.910 -0.2 0.1 0.2 0.403
H 3.498 -0.967 -0.377 -0.2 0.1 0.1 0.433
H 1.942 -0.077 -0.470 0.0 -0.1 -0.2 0.220
H -1.574 -3.818 1.046 0.4 0.3 0.0 0.239
H -0.259 -4.573 0.030 0.0 0.3 0.4 -0.025
O -2.060 2.704 -2.778 -1.8 2.4 -0.5 0.189
H -1.856 3.669 -2.760 0.1 -0.1 0.1 0.344
H -2.144 2.371 -3.705 0.1 0.0 -0.6 0.296
H -2.867 2.499 -2.254 -0.2 0.0 0.3 0.240
C 0.744 6.565 -5.396 0.4 -0.1 -0.4 -0.341
C 0.071 5.232 -5.635 -0.5 0.2 -0.1 -0.398
O 0.477 4.422 -4.520 0.2 0.2 0.2 -0.266
S 0.657 5.354 -3.222 0.1 -0.1 -0.9 1.112
O -0.540 5.262 -2.450 -0.1 -0.1 0.1 -0.505
O 1.935 5.119 -2.675 0.0 -0.2 0.4 -0.557
O 0.668 6.762 -3.977 -0.4 -0.2 0.2 -0.298
H 1.797 6.538 -5.681 0.0 0.0 0.0 0.288
H 0.249 7.378 -5.920 -0.1 0.1 0.2 0.326
H 0.373 4.773 -6.572 0.1 -0.2 0.2 0.342
H -1.017 5.325 -5.611 0.0 0.0 -0.1 0.277
C -3.686 0.254 -4.040 0.0 0.0 0.1 0.312
C -4.715 -0.346 -3.431 0.2 0.1 0.0 -0.111
C -6.051 0.283 -3.384 -0.2 0.0 0.3 -0.461
O -6.985 -0.255 -2.836 0.0 0.0 -0.1 -0.551
C -6.184 1.599 -4.046 0.2 0.3 -0.2 1.211
C -5.141 2.186 -4.660 -0.3 -0.7 0.2 0.694
C -3.827 1.558 -4.702 -0.5 -0.4 -0.3 -0.994
O -2.857 2.096 -5.254 0.2 0.2 0.3 -0.687
H -2.697 -0.191 -4.079 0.0 0.1 0.0 0.323
H -4.615 -1.308 -2.945 0.0 0.0 0.1 0.441
H -7.172 2.053 -4.002 -0.1 -0.1 0.1 -0.281
H -5.224 3.149 -5.153 1.0 -0.6 0.0 -0.257
O 2.556 9.669 -0.269 0.0 -0.2 0.1 -0.643
S 1.359 10.214 0.295 -0.3 0.4 -0.3 1.259
O 0.852 9.744 1.544 0.2 -0.2 0.1 -0.613
O 0.200 10.138 -0.796 0.1 0.2 -0.1 -0.285
C -0.083 8.860 -1.397 -0.3 -0.7 0.0 -0.301
C -0.867 7.963 -0.458 0.1 0.0 0.3 -0.867
C 1.485 11.968 0.355 0.0 0.1 -0.1 -0.944
H 0.843 8.382 -1.724 0.1 0.2 0.1 0.343
H -0.678 9.058 -2.287 0.1 0.3 0.0 0.228
H -0.269 7.680 0.407 0.0 0.0 0.0 0.305
H -1.175 7.053 -0.968 0.0 0.0 -0.1 0.182
H -1.752 8.480 -0.085 0.0 0.0 -0.1 0.340
H 1.833 12.332 -0.608 0.0 0.0 0.0 0.313
H 2.202 12.216 1.135 0.0 -0.1 0.0 0.374
H 0.510 12.382 0.601 0.0 0.0 0.0 0.318
O -7.322 2.545 -0.945 0.4 1.1 0.1 -0.670
S -6.095 2.315 -0.204 -1.8 -4.7 -1.7 1.243
O -6.232 1.199 0.700 0.5 0.7 0.3 -0.611
O -5.766 3.614 0.629 -0.1 0.5 4.2 -0.152
O -4.964 2.107 -1.122 0.8 1.3 0.0 -0.604
C 4.864 -8.420 6.625 0.1 0.1 0.0 -1.210
C 5.518 -7.099 6.229 -0.1 -0.2 0.0 -0.186
C 4.551 -5.915 6.130 0.4 -0.1 0.0 -0.947
C 3.320 -6.041 5.242 0.0 0.2 0.4 -0.520
N 3.525 -6.073 3.721 -0.3 0.0 -0.4 0.832
C 3.101 -7.433 3.179 -0.1 0.0 0.1 -0.634
C 1.611 -7.303 2.956 -0.1 0.0 0.1 -0.873
C 1.482 -5.914 2.350 -0.1 0.1 -0.2 0.009
C 2.562 -5.078 3.034 -0.1 -0.1 -0.1 -0.934
C 4.916 -5.772 3.261 -0.1 -0.1 0.1 -1.447
H 4.078 -8.719 5.929 0.0 -0.1 0.0 0.248
H 5.609 -9.215 6.634 0.0 0.0 0.0 0.375
H 4.430 -8.358 7.624 -0.1 0.0 0.0 0.334
H 6.078 -7.240 5.303 0.0 0.0 0.0 0.155
H 6.269 -6.849 6.980 0.0 0.1 0.0 0.386
H 5.105 -5.009 5.876 0.0 0.0 0.0 0.324
H 4.170 -5.732 7.139 -0.2 0.0 -0.1 0.499
H 2.690 -5.182 5.453 0.0 0.0 -0.1 0.148
H 2.734 -6.916 5.516 0.1 -0.1 -0.2 0.520
H 3.624 -7.593 2.236 0.0 0.1 0.0 0.498
H 3.382 -8.208 3.886 0.2 0.1 0.0 0.251
H 1.068 -7.365 3.901 0.0 0.0 0.0 0.307
H 1.222 -8.078 2.299 0.1 -0.1 0.1 0.457
H 0.489 -5.490 2.489 0.0 0.1 0.0 0.309
H 1.670 -5.947 1.275 0.0 0.0 0.0 0.183
H 2.153 -4.398 3.774 0.1 0.0 0.1 0.259
H 3.122 -4.496 2.309 0.1 0.0 0.1 0.327
H 5.564 -6.603 3.515 0.1 0.1 0.1 0.377
H 5.248 -4.840 3.706 0.1 0.0 0.0 0.418
H 4.900 -5.675 2.178 -0.1 0.0 0.0 0.549
Cl -0.501 1.219 -1.818 2.9 -1.5 0.1 -0.614
Li -1.300 -3.687 -3.706 0.0 0.3 0.3 0.891
Ca -6.763 4.503 -5.175 -1.0 1.0 0.1 0.196
F -6.130 3.219 2.264 0.8 1.1 -3.6 -0.216
```
Positions in Å, forces in eV/Å.

Calculated values
**LUMO level**: -3.4 eV
**Multiplicity**: 1
**Charge**: +1
**E**: -160318.002 eV